# 1
DFT (wB97M-V/def2-TZVPD) results for 10 unconnected molecules or ions with the total composition C27H77N3O10 in a non-equilibrium geometry.

Last column: Löwdin charge in e.
Element x y z (Å)
C1 5.297 4.153 1.263  -0.106
O1 4.181 4.119 0.401  -0.206
C2 3.134 5.001 0.780  -0.199
C3 1.937 4.697 -0.109  -0.439
C4 0.902 5.806 -0.055  -0.065
N1 1.304 3.457 0.348  0.075
H1 5.339 3.315 1.961  0.070
H2 5.280 5.089 1.829  0.087
H3 6.214 4.158 0.674  0.086
H4 2.882 4.776 1.821  0.130
H5 3.440 6.042 0.627  0.129
H6 2.354 4.626 -1.127  0.138
H7 1.211 6.737 -0.537  0.079
H8 0.556 5.982 0.965  0.083
H9 -0.005 5.569 -0.624  0.072
H10 0.537 3.342 -0.317  0.068
H11 1.918 2.674 0.123  0.042
C5 -0.357 3.112 3.506  -0.109
O2 0.831 2.634 4.085  -0.181
C6 1.155 1.319 3.756  -0.234
C7 2.505 0.968 4.361  -0.425
C8 3.606 1.790 3.708  -0.065
N2 2.801 -0.464 4.134  0.042
H12 -1.173 2.421 3.761  0.083
H13 -0.239 3.157 2.416  0.062
H14 -0.551 4.120 3.869  0.090
H15 0.418 0.572 4.101  0.125
H16 1.107 1.195 2.666  0.106
H17 2.511 1.236 5.424  0.138
H18 4.559 1.502 4.165  0.079
H19 3.459 2.861 3.832  0.078
H20 3.684 1.532 2.652  0.054
H21 3.677 -0.663 4.606  0.069
H22 2.071 -0.969 4.632  0.072
C9 -0.027 -2.202 -7.077  -0.120
O3 0.095 -2.197 -5.674  -0.177
C10 -0.996 -2.820 -5.040  -0.213
C11 -1.845 -1.776 -4.301  -0.416
C12 -1.025 -1.128 -3.226  -0.064
N3 -3.075 -2.386 -3.727  0.051
H23 -0.732 -1.427 -7.393  0.089
H24 -0.271 -3.172 -7.512  0.085
H25 0.903 -1.898 -7.565  0.082
H26 -1.672 -3.392 -5.689  0.124
H27 -0.624 -3.594 -4.356  0.099
H28 -2.288 -1.075 -5.019  0.137
H29 -0.772 -1.837 -2.426  0.061
H30 -1.469 -0.259 -2.734  0.077
H31 -0.010 -0.830 -3.526  0.073
H32 -2.692 -3.120 -3.124  0.040
H33 -3.494 -1.720 -3.078  0.026
C13 -3.957 2.888 1.617  -0.056
C14 -4.075 2.257 0.267  -0.460
C15 -3.291 3.005 -0.810  -0.050
O4 -3.527 0.934 0.337  -0.090
H34 -4.637 2.415 2.333  0.083
H35 -4.179 3.961 1.639  0.085
H36 -2.989 2.826 2.125  0.067
H37 -5.123 2.290 -0.038  0.142
H38 -2.227 3.095 -0.573  0.069
H39 -3.560 4.070 -0.754  0.079
H40 -3.491 2.605 -1.800  0.078
H41 -2.625 0.954 0.682  0.057
C16 4.188 0.890 -0.307  -0.040
C17 3.419 1.310 -1.538  -0.466
C18 3.802 0.555 -2.796  -0.054
O5 2.027 0.993 -1.277  -0.095
H42 5.118 1.469 -0.275  0.082
H43 4.541 -0.141 -0.366  0.087
H44 3.682 1.127 0.622  0.053
H45 3.561 2.377 -1.741  0.128
H46 3.222 0.942 -3.638  0.080
H47 3.632 -0.517 -2.716  0.081
H48 4.849 0.743 -3.058  0.086
H49 1.489 1.405 -1.964  0.093
C19 -5.503 -2.417 4.955  -0.064
C20 -4.624 -1.279 4.412  -0.472
C21 -3.368 -1.861 3.802  -0.069
O6 -5.360 -0.618 3.386  -0.062
H50 -6.493 -2.035 5.193  0.075
H51 -5.050 -2.887 5.835  0.075
H52 -5.595 -3.261 4.267  0.079
H53 -4.413 -0.524 5.167  0.135
H54 -2.610 -1.139 3.488  0.061
H55 -3.628 -2.443 2.913  0.083
H56 -2.806 -2.547 4.444  0.084
H57 -5.187 -0.970 2.509  0.080
C22 -1.459 -1.986 0.443  -0.029
C23 -0.544 -0.916 1.067  -0.456
C24 0.920 -1.312 1.019  -0.045
O7 -0.726 0.384 0.491  -0.063
H58 -1.098 -2.433 -0.483  0.054
H59 -2.440 -1.538 0.279  0.068
H60 -1.576 -2.781 1.182  0.082
H61 -0.880 -0.865 2.108  0.110
H62 1.292 -1.323 -0.010  0.069
H63 1.051 -2.346 1.343  0.085
H64 1.519 -0.619 1.606  0.054
H65 0.107 0.531 0.018  0.058
C25 2.577 -5.125 -3.467  -0.037
C26 1.607 -5.264 -2.304  -0.474
C27 1.988 -4.448 -1.095  -0.061
O8 0.268 -4.922 -2.677  -0.087
H66 2.782 -4.062 -3.614  0.084
H67 2.150 -5.511 -4.390  0.078
H68 3.528 -5.585 -3.200  0.083
H69 1.513 -6.282 -1.909  0.134
H70 2.993 -4.567 -0.689  0.087
H71 1.386 -4.668 -0.203  0.080
H72 1.765 -3.379 -1.190  0.069
H73 0.002 -5.317 -3.511  0.083
O9 -4.542 -0.929 -1.503  -0.072
H74 -5.354 -0.423 -1.608  0.042
H75 -3.919 -0.312 -1.067  0.008
O10 -2.500 -4.934 -1.581  -0.063
H76 -1.553 -4.750 -1.683  -0.002
H77 -2.617 -5.818 -1.943  0.037

Forces on the atoms, in the same order (eV/Å):
C 0.129 0.608 0.025
O 0.059 -0.275 -0.304
C -0.088 -0.456 -0.182
C 0.301 0.321 0.381
C -0.563 0.291 -0.381
N -0.062 0.024 -0.932
H -0.241 -0.096 0.006
H 0.145 -0.062 0.170
H -0.020 -0.108 -0.129
H -0.204 0.421 0.084
H 0.100 0.025 0.241
H -0.164 -0.040 -0.027
H 0.423 0.010 0.384
H 0.212 0.126 0.058
H 0.104 -0.454 0.049
H -0.189 -0.345 0.394
H -0.061 0.087 0.259
C -0.001 -0.515 -0.524
O 0.355 0.413 0.768
C -0.338 -0.639 -0.283
C 0.491 0.422 -0.749
C 0.358 -0.394 0.175
N -0.606 0.614 0.359
H -0.178 0.283 -0.030
H -0.132 -0.050 0.055
H 0.000 -0.114 0.203
H -0.269 0.287 0.382
H 0.526 0.065 -0.108
H -0.338 -0.065 0.076
H 0.054 0.214 -0.013
H -0.076 -0.014 -0.012
H -0.120 0.120 -0.086
H -0.028 -0.199 -0.045
H 0.250 -0.320 -0.097
C 0.307 0.855 -0.581
O 0.295 -0.638 -0.607
C -1.102 -0.192 0.613
C -1.191 -0.207 0.069
C 1.525 0.545 0.851
N 1.332 -0.704 -0.010
H -0.419 -0.294 -0.079
H -0.304 -0.126 0.241
H 0.268 -0.059 0.513
H 0.206 0.354 -0.527
H 0.113 0.550 0.237
H 0.811 0.264 -0.156
H -0.495 -0.171 -0.154
H -0.296 -0.077 -0.157
H -0.269 0.196 -0.501
H -0.722 -0.087 0.110
H -0.112 -0.112 -0.120
C -0.379 0.756 1.604
C 1.931 0.296 -0.326
C -0.148 1.382 0.667
O -1.306 -0.500 -0.186
H -0.109 -0.042 -0.192
H -0.217 -0.098 -0.310
H 0.302 -0.297 -0.627
H -0.011 -0.830 0.077
H 0.088 -0.771 -0.113
H -0.451 -0.185 -0.439
H 0.243 -0.002 -0.065
H 0.228 0.294 -0.191
C 1.246 0.450 -0.297
C -0.515 -0.813 -0.240
C 0.505 0.418 -0.402
O -0.131 0.441 0.101
H -0.071 0.069 -0.029
H -0.541 -0.178 0.204
H -0.281 -0.246 -0.028
H -0.263 0.060 0.331
H -0.087 -0.125 0.006
H -0.021 -0.002 0.158
H -0.014 -0.131 0.115
H 0.073 -0.141 -0.071
C 0.437 -0.043 0.555
C -0.376 -1.193 -1.070
C 1.057 -0.271 -0.085
O -0.352 0.887 0.229
H -0.016 -0.072 0.090
H -0.095 0.332 0.203
H -0.058 0.349 -0.430
H -0.018 -0.046 0.127
H -0.362 0.349 -0.010
H -0.112 0.002 0.008
H -0.357 0.002 0.265
H 0.267 -0.222 0.067
C -0.002 0.496 0.355
C -0.293 -0.959 -0.029
C -0.094 -0.186 -0.275
O 0.510 -0.326 -0.100
H 0.083 0.200 0.009
H -0.044 -0.197 -0.117
H -0.037 -0.107 -0.104
H 0.196 0.329 0.066
H -0.141 0.305 -0.073
H 0.015 0.126 0.433
H 0.225 -0.241 0.081
H -0.269 0.438 -0.100
C -0.134 0.551 0.595
C -0.252 -0.851 0.393
C -0.709 1.083 1.368
O -0.243 0.802 0.405
H -0.092 0.016 -0.126
H 0.208 -0.274 -0.027
H -0.042 -0.248 -0.262
H 0.544 -0.305 -0.497
H 0.272 -0.121 -0.708
H -0.296 -0.513 -0.356
H 0.399 0.003 -0.586
H 0.346 -0.227 -0.069
O 0.264 0.220 -0.041
H 0.046 -0.036 0.029
H -0.433 -0.118 0.127
O 0.127 0.092 0.025
H -0.012 -0.165 -0.033
H 0.003 0.046 0.017

Summary:
* LUMO energy: 0.5 eV
* energy: -54191.0981 eV
* SMILES: COC[C@H](C)N.COC[C@H](C)N.COC[C@H](C)N.CC(C)O.CC(C)O.CC(C)O.CC(C)O.CC(C)O.O.O
* highest occupied orbital energy: -8.524 eV
* multiplicity: 1

# 2
DFT (wB97M-V/def2-TZVPD) results for 4 unconnected molecules or ions with the total composition C5H16O3 in a non-equilibrium geometry.

Last column: Löwdin charge in e.
Element x y z (Å)
C1 1.554 -0.544 0.304  0.031
C2 0.422 0.148 0.323  -0.391
C3 0.152 1.493 -0.343  -0.058
C4 -0.790 -0.456 1.001  -0.228
C5 -2.124 -0.277 0.262  -0.093
H1 2.514 -0.189 -0.049  0.069
H2 1.521 -1.593 0.547  0.061
H3 1.099 2.031 -0.442  0.081
H4 -0.405 1.491 -1.257  0.066
H5 -0.484 2.006 0.419  0.088
H6 -0.991 0.064 1.958  0.096
H7 -0.447 -1.467 1.274  0.109
H8 -2.454 0.754 0.364  0.066
H9 -1.971 -0.232 -0.818  0.072
H10 -2.985 -0.777 0.632  0.063
O1 0.319 0.918 4.376  -0.057
H11 0.989 0.783 3.700  0.026
H12 -0.464 1.150 3.862  0.020
O2 0.479 -1.957 -2.294  -0.039
H13 0.430 -2.885 -2.501  0.053
H14 -0.019 -1.551 -1.586  0.023
O3 0.994 0.421 -3.510  -0.068
H15 1.269 -0.456 -3.213  0.000
H16 1.393 1.125 -3.010  0.011

Forces on the atoms, in the same order (eV/Å):
C 0.137 0.008 -0.325
C -1.045 0.323 -0.893
C 0.632 0.253 2.641
C -0.117 -0.046 0.702
C 1.008 1.589 -0.841
H -0.147 0.238 -0.302
H 0.177 -0.123 0.609
H -0.235 0.137 -0.232
H -0.135 -0.432 -0.588
H 0.482 0.272 -0.722
H 0.603 -0.226 -0.125
H -0.885 0.013 -0.128
H 0.212 0.470 0.496
H -0.373 -1.145 -0.206
H -0.375 -1.260 -0.008
O -0.179 0.071 -0.240
H 0.147 -0.061 0.020
H 0.056 -0.007 0.215
O 1.201 0.849 -1.042
H -0.745 -0.288 0.743
H -0.354 -0.863 0.267
O -0.540 0.080 -0.865
H 0.005 0.243 0.422
H 0.467 -0.096 0.402

Summary:
* ΔE to the lowest compared entry with this formula, charge and spin: 27.88 kcal per mole
* LUMO energy: 0.5 eV
* energy: -11585.6907 eV
* SMILES: C=C(C)CC.O.O.O
* highest occupied orbital energy: -9.684 eV
* multiplicity: 1

# 3
DFT (wB97M-V/def2-TZVPD) results for a molecular structure, C4H7FO3V in a non-equilibrium geometry.

Last column: Löwdin charge in e.
Element x y z (Å)
F1 0.684 -0.375 -2.424  0.024
O1 0.147 -1.091 2.172  -0.272
C1 -0.707 -2.040 2.188  -0.303
O2 -1.649 -1.899 1.226  -0.287
C2 -2.455 -0.682 0.974  -0.213
C3 0.332 0.801 -1.809  -0.205
O3 0.689 0.740 -0.462  -0.336
C4 2.104 0.794 -0.188  -0.009
V1 -0.491 0.313 0.998  0.909
H1 -3.148 -0.552 1.821  0.035
H2 -2.957 -0.895 0.016  0.033
H3 -0.762 0.888 -1.871  0.147
H4 0.883 1.613 -2.301  0.148
H5 2.232 0.577 0.877  0.105
H6 2.623 0.018 -0.761  0.114
H7 2.478 1.789 -0.457  0.110

Forces on the atoms, in the same order (eV/Å):
F 0.038 0.230 0.110
O 0.181 1.086 0.137
C 0.233 -1.079 0.169
O -1.294 -0.946 -0.160
C 1.741 0.657 -0.431
C -0.035 -0.314 -0.653
O 0.865 0.436 -1.539
C 0.477 -0.107 -0.131
V -2.097 -0.236 2.031
H 0.115 -0.047 -0.454
H -0.077 0.177 0.631
H 0.357 0.151 0.106
H -0.224 -0.098 0.074
H -0.019 0.167 -0.191
H -0.196 0.159 0.106
H -0.067 -0.236 0.193

Summary:
* ΔE to the lowest compared entry with this formula, charge and spin: 0.00 kcal per mole
* LUMO energy (alpha / beta): -0.2 / -0.5 eV
* energy: -38803.5206 eV
* expectation value of S²: 3.780
* highest occupied orbital energy (alpha / beta): -6.868 / -6.851 eV
* multiplicity: 4

# 4
DFT (wB97M-V/def2-TZVPD) results for a gas-phase ion, C6H10N (charge +1) in a non-equilibrium geometry.

Last column: Löwdin charge in e.
Element x y z (Å)
C1 1.219 -1.452 -0.244  0.011
N1 0.690 -0.453 0.665  0.070
C2 -0.203 0.558 0.157  -0.456
C3 0.412 1.800 -0.387  0.023
C4 -1.137 -0.306 -1.034  0.178
C5 -1.946 -0.767 -0.042  -0.011
C6 -1.502 0.459 0.533  -0.078
H1 0.479 -2.140 -0.579  0.104
H2 1.753 -0.890 -1.081  0.153
H3 1.932 -2.031 0.144  0.065
H4 1.454 0.135 1.031  0.205
H5 0.285 -0.988 1.388  0.174
H6 -0.434 2.363 -0.808  0.124
H7 1.246 1.438 -0.999  0.106
H8 0.805 2.464 0.341  0.086
H9 -2.788 -1.352 0.160  0.107
H10 -2.266 1.161 0.757  0.139

Forces on the atoms, in the same order (eV/Å):
C 0.111 2.554 -4.051
N 2.150 0.463 0.330
C -0.166 0.415 -2.463
C -0.179 -0.506 0.232
C -0.044 -0.020 0.617
C 1.236 0.953 -0.020
C -3.388 -1.423 1.127
H -0.879 0.076 -0.514
H -1.135 -0.963 0.701
H 2.936 -1.935 2.409
H 0.138 -0.794 0.406
H -0.893 -0.212 1.611
H 0.823 -0.314 -0.801
H -0.435 0.834 -0.700
H 0.586 0.431 1.091
H -0.924 -0.964 -0.104
H 0.064 1.402 0.130

Summary:
* ΔE to the lowest compared entry with this formula, charge and spin: 99.28 kcal per mole
* LUMO energy: -3.4 eV
* charge: +1
* energy: -7862.0430 eV
* SMILES: C[NH2+][C@@]1(C)C2=C[C@H]21
* highest occupied orbital energy: -13.441 eV
* multiplicity: 1